[1]
Density functional theory data (ωB97M-V/def2-TZVPD) for a molecular structure, C40H43GaN8O2P.

Atoms and positions in Å:
Ga  -0.08  0.72  0.17
P  -0.05  0.33  2.48
O  -6.75  -1.09  -1.00
O  3.77  -0.45  -0.06
N  2.05  7.24  -1.34
N  -0.72  2.51  -0.15
N  -1.23  4.53  -0.78
N  1.72  0.32  -0.31
N  0.03  6.57  -1.04
N  1.10  6.62  -1.90
N  -1.64  -0.31  -0.35
N  -4.06  -0.52  -0.66
C  -6.15  -1.38  0.24
C  1.68  8.57  2.10
C  -1.11  -3.52  2.52
C  3.65  -0.36  -1.50
C  3.19  -0.37  4.76
C  -0.96  -1.15  2.94
C  2.21  0.10  -1.73
C  4.25  -0.48  3.88
C  0.15  -0.22  -3.15
C  -4.66  -0.45  -2.03
C  -0.44  1.90  3.28
C  -0.34  7.42  1.33
C  0.35  8.12  2.30
C  1.38  -0.90  -2.54
C  -4.99  -0.44  0.50
C  0.31  4.18  3.52
C  -1.95  -1.25  3.91
C  1.91  -0.14  4.27
C  -2.52  -2.49  4.18
C  0.77  3.55  -1.90
C  -0.83  4.47  4.26
C  -0.37  3.52  -0.97
C  -2.79  -0.41  -0.50
C  1.68  0.00  2.91
C  -2.10  -3.62  3.49
C  0.51  2.90  3.04
C  4.03  -0.36  2.51
C  -0.54  -2.29  2.24
C  -1.77  3.49  4.50
C  -2.17  4.17  0.16
C  2.67  -0.06  0.52
C  1.02  -2.15  -1.74
C  -1.58  2.20  4.01
C  0.35  7.20  0.13
C  -1.14  5.87  -1.43
C  2.34  8.34  0.91
C  -1.86  2.92  0.55
C  2.75  -0.12  2.00
C  -5.87  -1.37  -2.07
C  1.65  7.63  -0.07
H  -2.34  1.46  4.21
H  5.25  -0.66  4.24
H  -2.27  -0.40  4.49
H  -2.04  6.41  -1.14
H  -0.13  8.34  3.24
H  2.22  1.05  -2.25
H  -1.12  5.74  -2.51
H  3.35  -0.47  5.82
H  -6.91  -1.24  1.01
H  -5.81  -2.42  0.27
H  -0.50  -0.94  -3.64
H  -6.41  -1.19  -3.00
H  2.02  -1.19  -3.37
H  -1.36  7.10  1.49
H  1.89  -2.58  -1.23
H  0.44  0.53  -3.89
H  0.24  -2.23  1.49
H  4.87  -0.45  1.84
H  -3.91  -0.76  -2.76
H  3.86  -1.35  -1.91
H  -4.95  0.58  -2.22
H  1.42  2.68  2.48
H  1.08  -0.07  4.96
H  1.57  4.18  -1.52
H  0.48  3.96  -2.87
H  -0.98  5.47  4.65
H  4.40  0.34  -1.84
H  0.63  -2.92  -2.41
H  1.05  4.95  3.34
H  1.14  2.54  -2.05
H  2.17  9.12  2.88
H  -3.27  -2.57  4.95
H  0.25  -1.97  -1.00
H  3.35  8.69  0.74
H  -0.78  -4.41  1.99
H  -4.45  -0.72  1.40
H  -2.54  -4.58  3.72
H  -0.48  0.29  -2.42
H  -5.55  -2.42  -2.05
H  -5.35  0.59  0.58
H  -2.66  3.71  5.08
H  -2.34  2.30  1.28
H  -2.95  4.84  0.48

Net charge: +3
Gap between HOMO and LUMO (eV): 6.932
Spin multiplicity: 1
Total energy (eV): -119835.9147


[2]
Density functional theory data (ωB97M-V/def2-TZVPD) for a single C6H14N2 molecule.

Atoms and positions in Å:
N  0.88  2.48  0.70
N  -0.54  -2.16  -2.05
C  0.84  -0.44  0.13
C  -0.80  -0.75  -1.80
C  0.13  1.58  1.45
C  0.02  0.27  1.21
C  0.46  -0.04  -1.30
C  -0.82  -0.61  2.11
H  -1.25  -1.43  1.54
H  -0.06  -2.29  -2.94
H  1.30  -0.30  -1.95
H  -1.16  -0.21  -2.69
H  -1.65  -0.10  2.61
H  1.22  3.28  1.22
H  0.25  1.03  -1.37
H  1.63  2.11  0.13
H  -1.59  -0.68  -1.05
H  -1.40  -2.69  -2.10
H  0.64  -1.50  0.22
H  -0.46  2.01  2.24
H  -0.22  -1.11  2.88
H  1.89  -0.21  0.33

Net charge: 0
Gap between HOMO and LUMO (eV): 8.745
Spin multiplicity: 1
Total energy (eV): -9428.8288
SMILES string: C/C(=C/N)CCCN


[3]
Density functional theory data (ωB97M-V/def2-TZVPD) for 2 unconnected molecules or ions with the total composition C4H11N3O2.

Atoms and positions in Å:
O  -1.04  2.15  -1.02
O  1.99  -1.58  -0.60
N  -0.19  -0.85  -0.86
N  0.70  -1.24  1.28
N  -0.81  1.26  1.06
C  -1.55  -1.34  -0.68
C  1.33  1.71  -0.27
C  0.95  -1.20  -0.08
C  -0.39  1.46  -0.25
H  -2.18  -0.56  -1.13
H  -0.25  0.61  1.60
H  -1.70  -2.25  -1.26
H  1.57  -1.38  1.78
H  1.67  1.41  -1.26
H  -0.02  -1.91  1.53
H  1.35  2.81  -0.26
H  -1.66  1.75  1.32
H  -1.81  -1.43  0.37
H  1.94  1.37  0.57
H  0.10  -0.80  -1.83

Net charge: 0
Gap between HOMO and LUMO (eV): 9.648
Spin multiplicity: 1
Total energy (eV): -12891.2680
SMILES string: CNC(N)=O.CC(N)=O


[4]
Density functional theory data (ωB97M-V/def2-TZVPD) for a molecular structure, C4H8N2S2.

Atoms and positions in Å:
S  -1.43  0.94  -0.82
S  -2.00  -2.87  1.30
N  1.16  -0.37  -0.51
N  0.17  -1.06  -0.04
C  2.49  -0.91  -0.68
C  -0.92  2.25  0.40
C  -2.11  -1.35  0.76
C  -1.04  -0.64  0.02
H  2.38  -2.22  -1.11
H  0.96  0.54  -0.89
H  3.06  -1.05  0.44
H  0.21  2.55  0.31
H  -1.32  1.85  1.36
H  -3.09  -0.82  0.90
H  2.99  -0.03  -1.35
H  -1.50  3.19  -0.09

Net charge: 0
Gap between HOMO and LUMO (eV): 7.776
Spin multiplicity: 1
Total energy (eV): -28924.1605


[5]
Density functional theory data (ωB97M-V/def2-TZVPD) for 8 unconnected molecules or ions with the total composition C28H42FO21.

Atoms and positions in Å:
F  -0.76  0.08  -0.55
O  4.12  -2.72  -4.39
O  -6.36  2.93  -1.24
O  3.57  1.18  -2.09
O  2.16  0.36  4.07
O  2.83  -2.88  1.51
O  -1.74  1.23  6.04
O  2.23  -1.60  -4.94
O  -3.07  -3.20  0.79
O  -4.17  2.91  -0.42
O  3.55  -0.84  0.99
O  2.47  2.14  -0.34
O  -4.65  1.66  -2.16
O  -2.08  -4.51  -0.71
O  1.68  2.39  -2.42
O  5.08  -2.43  1.77
O  2.63  -1.90  -2.83
O  3.25  -1.46  4.90
O  -0.65  0.85  4.05
O  -2.46  -5.35  1.37
O  4.29  0.47  4.35
O  -2.76  0.23  4.16
C  -2.51  -4.39  0.57
C  -2.89  2.60  -1.04
C  0.54  -2.39  1.69
C  -3.46  0.43  1.88
C  -1.09  0.65  2.68
C  1.75  -2.28  0.85
C  3.19  -2.00  -4.07
C  0.80  3.05  -1.58
C  2.19  -0.84  0.58
C  -1.75  0.85  4.85
C  3.93  -2.10  1.45
C  2.66  1.82  -1.66
C  -3.15  -2.50  -0.41
C  -2.55  1.22  -3.18
C  -5.18  2.55  -1.28
C  3.24  -0.29  4.50
C  1.33  -1.40  -2.86
C  4.02  1.74  3.91
C  1.21  2.70  -0.15
C  1.35  3.93  0.75
C  4.84  2.18  2.72
C  -3.31  1.41  -1.93
C  -0.18  -1.67  -5.02
C  2.56  1.57  3.54
C  1.08  -1.07  -4.32
C  -2.63  -3.31  -2.72
C  -2.15  -3.20  -1.27
C  -2.36  -0.14  2.87
H  0.37  4.35  0.98
H  -1.19  1.63  2.20
H  2.47  1.59  2.46
H  1.46  -2.78  -0.07
H  -3.30  0.23  0.82
H  1.82  4.81  0.31
H  -0.30  0.07  2.19
H  4.90  1.42  1.95
H  1.15  0.00  -4.50
H  -1.49  1.02  -3.00
H  -2.06  -3.99  -3.35
H  -2.11  2.29  -0.34
H  -4.19  -2.51  -0.73
H  -2.58  -2.32  -3.17
H  0.50  1.98  0.26
H  1.08  -0.55  -2.22
H  0.32  -3.45  1.83
H  4.50  3.13  2.31
H  0.64  -2.02  2.71
H  1.85  3.71  1.69
H  1.97  2.41  3.92
H  -3.54  1.51  2.03
H  0.82  4.12  -1.76
H  -1.09  -1.10  -4.81
H  -3.33  0.52  -1.30
H  -2.92  0.34  -3.72
H  4.06  2.44  4.75
H  5.87  2.38  3.01
H  1.94  -0.57  -0.45
H  -2.65  2.04  -3.89
H  1.54  -0.25  1.22
H  0.60  -2.17  -2.63
H  -2.24  -1.22  2.80
H  -2.54  3.48  -1.59
H  -4.42  0.09  2.26
H  -0.24  2.79  -1.82
H  0.00  -1.58  -6.09
H  -3.67  -3.64  -2.63
H  -2.85  -1.45  -0.39
H  -0.34  -1.88  1.30
H  -0.26  -2.73  -4.77
H  -1.16  -2.80  -1.05

Net charge: -1
Gap between HOMO and LUMO (eV): 9.659
Spin multiplicity: 1
Total energy (eV): -75435.1127


[6]
Density functional theory data (ωB97M-V/def2-TZVPD) for a single C3H3ClF2 molecule.

Atoms and positions in Å:
Cl  2.07  -1.13  -0.28
F  1.66  1.35  -0.30
F  -2.44  -0.47  -0.44
C  1.09  0.27  0.16
C  -0.28  0.11  -0.48
C  -1.34  -0.30  0.26
H  1.25  0.22  1.21
H  -1.49  -0.53  1.35
H  -0.53  0.48  -1.48

Net charge: 0
Gap between HOMO and LUMO (eV): 10.991
Spin multiplicity: 1
Total energy (eV): -21115.6680
SMILES string: F/C=C/[C@H](F)Cl


[7]
Density functional theory data (ωB97M-V/def2-TZVPD) for a single C3H6N2O3 molecule.

Atoms and positions in Å:
O  -2.19  -0.52  1.02
O  2.68  -1.24  0.15
O  -1.05  -0.78  -0.89
N  2.20  0.05  0.18
N  0.09  -1.08  -0.10
C  -2.13  -0.47  -0.18
C  0.96  0.18  0.00
C  0.34  1.51  -0.04
H  -0.34  -1.29  0.81
H  0.16  1.88  -1.10
H  -2.91  -0.22  -0.88
H  -0.65  1.55  0.51
H  0.97  2.29  0.44
H  1.88  -1.87  0.07

Net charge: 0
Gap between HOMO and LUMO (eV): 10.509
Spin multiplicity: 1
Total energy (eV): -12327.3576
SMILES string: C/C(=N/O)NOC=O


[8]
Density functional theory data (ωB97M-V/def2-TZVPD) for a single C4H7NO2S molecule.

Atoms and positions in Å:
S  3.15  -0.29  0.93
O  0.38  2.47  0.67
O  1.09  1.33  -1.18
N  -0.65  0.51  0.10
C  1.63  -0.35  0.52
C  0.62  1.11  0.09
C  0.77  -1.46  0.04
C  -0.52  -0.73  -0.56
H  -0.29  -0.54  -1.64
H  0.84  2.16  -1.52
H  -1.39  -1.42  -0.50
H  0.39  2.32  1.64
H  -1.43  1.19  -0.18
H  0.58  -2.14  0.89
H  1.22  -1.89  -0.80

Net charge: 0
Gap between HOMO and LUMO (eV): 8.383
Spin multiplicity: 1
Total energy (eV): -20679.5905
SMILES string: OC1(O)NCCC1=S


[9]
Density functional theory data (ωB97M-V/def2-TZVPD) for 3 unconnected molecules or ions with the total composition C6H21N2O2.

Atoms and positions in Å:
O  1.88  2.87  0.45
O  1.63  0.45  2.32
N  0.37  1.35  -1.56
N  0.00  -0.79  -0.29
C  -1.33  -0.19  -0.70
C  -0.89  2.15  0.45
C  -0.07  -2.24  -0.08
C  -0.42  -3.17  -1.32
C  -1.12  -2.59  0.96
C  -0.98  1.39  -0.91
H  0.90  -2.80  0.11
H  1.04  1.25  -0.84
H  -0.94  -3.53  1.54
H  1.72  3.23  1.39
H  -0.20  -4.30  -0.96
H  -1.78  1.78  -1.56
H  -1.78  2.03  1.06
H  0.44  2.17  -2.08
H  -2.06  -2.93  0.35
H  0.26  -0.28  0.68
H  -1.45  -2.09  1.84
H  2.54  0.45  1.93
H  0.45  -3.17  -1.96
H  1.76  1.20  2.94
H  0.48  0.58  -2.24
H  2.83  2.88  0.40
H  -1.41  -2.98  -1.82
H  -0.04  1.69  1.04
H  -2.19  -0.24  -0.02
H  -0.79  3.18  0.27
H  -1.70  -0.64  -1.66

Net charge: +2
⟨S²⟩: 0.754
Gap between HOMO and LUMO (alpha / beta) (eV): 12.008 / 6.500
Spin multiplicity: 2
Total energy (eV): -13617.3176


[10]
Density functional theory data (ωB97M-V/def2-TZVPD) for 2 unconnected molecules or ions with the total composition C9H25N5.

Atoms and positions in Å:
N  2.66  -0.22  -0.52
N  -2.14  0.41  -0.38
N  -1.28  -0.95  1.25
N  3.64  0.42  0.30
N  -3.42  -0.09  -0.05
C  -4.02  0.67  0.99
C  -0.16  -1.55  2.03
C  -1.13  0.08  0.44
C  -4.34  -0.52  -1.11
C  1.80  -1.96  -1.88
C  2.98  -1.32  -1.05
C  4.05  1.70  -0.48
C  3.00  0.87  1.54
C  -1.90  1.50  -1.39
H  -2.27  -1.45  0.95
H  -4.39  0.29  -1.79
H  -0.09  0.50  0.25
H  -5.26  -0.68  -0.69
H  -3.98  -1.37  -1.61
H  -0.82  1.58  -1.62
H  4.05  -1.62  -1.04
H  -4.32  1.67  0.64
H  3.71  1.38  2.21
H  -0.13  -1.05  3.05
H  -0.30  -2.55  2.21
H  -2.38  2.45  -1.04
H  0.81  -1.41  1.58
H  2.07  1.56  1.55
H  2.06  -1.89  -2.97
H  4.49  -0.13  0.55
H  -3.29  0.83  1.79
H  -2.42  1.30  -2.27
H  4.87  1.31  -1.24
H  2.60  -0.10  2.11
H  3.25  2.20  -0.91
H  4.49  2.38  0.31
H  -4.91  0.15  1.48
H  1.55  -2.97  -1.40
H  0.89  -1.39  -1.78

Net charge: +2
Gap between HOMO and LUMO (eV): 9.468
Spin multiplicity: 1
Total energy (eV): -17169.3393


[11]
Density functional theory data (ωB97M-V/def2-TZVPD) for 2 unconnected molecules or ions with the total composition C5H13N3O2.

Atoms and positions in Å:
O  1.93  -1.38  0.08
O  1.28  -2.67  -1.63
N  -2.00  -0.06  -1.06
N  -0.93  1.60  0.11
N  -2.15  -0.13  1.24
C  -1.04  2.85  2.48
C  -1.58  0.52  0.12
C  3.01  -1.06  -1.97
C  -0.31  2.16  1.31
C  2.00  -1.82  -1.19
H  0.57  1.55  1.57
H  -2.83  -0.63  -1.15
H  2.79  -0.04  -2.30
H  0.25  2.95  0.84
H  3.25  -1.52  -2.93
H  1.07  -1.50  0.50
H  -1.61  0.13  2.05
H  -2.23  -1.13  1.12
H  -0.52  3.79  2.63
H  -0.93  2.25  3.38
H  -2.04  3.12  2.17
H  3.94  -0.83  -1.44
H  -1.93  0.51  -1.89

Net charge: 0
Gap between HOMO and LUMO (eV): 9.428
Spin multiplicity: 1
Total energy (eV): -13960.8925
SMILES string: CCN=C(N)N.CC(=O)O


[12]
Density functional theory data (ωB97M-V/def2-TZVPD) for 2 unconnected molecules or ions with the total composition C4H8NO2.

Atoms and positions in Å:
O  5.39  0.40  -0.11
O  -3.83  0.71  -0.71
N  -2.42  -0.53  0.72
C  -1.44  0.23  0.29
C  -3.64  -0.39  -0.06
C  4.21  0.02  -0.53
C  -0.24  0.36  0.94
H  3.94  0.07  -1.62
H  0.50  0.99  0.43
H  -1.63  0.80  -0.63
H  -0.02  -0.39  1.68
H  -3.57  -1.30  -0.70
H  -4.42  -0.54  0.73
H  3.27  0.60  -0.18
H  3.91  -1.03  -0.26

Net charge: -1
Gap between HOMO and LUMO (eV): 2.431
Spin multiplicity: 1
Total energy (eV): -9856.8022


[13]
Density functional theory data (ωB97M-V/def2-TZVPD) for a molecular structure, C19H54CdN3O10.

Atoms and positions in Å:
Cd  -1.66  -2.76  -0.20
O  -0.19  -3.31  -1.63
O  3.56  2.39  -1.25
O  -3.14  -1.64  0.91
O  4.27  -1.74  1.98
O  -2.73  2.02  3.10
O  3.95  -1.88  -2.89
O  -2.92  3.46  -1.63
O  -1.75  -4.40  1.22
O  -0.05  -2.08  1.01
O  1.67  -4.34  1.62
N  -1.95  -1.11  -1.42
N  -2.96  4.34  1.32
N  4.99  -0.37  -0.40
C  -2.11  3.47  -2.88
C  4.89  2.23  -0.73
C  -3.92  4.71  0.28
C  -3.19  4.77  -1.15
C  0.68  -1.23  1.83
C  0.26  -4.62  -2.06
C  2.53  2.53  -0.25
C  -2.73  3.36  3.58
C  3.41  -1.98  -1.53
C  -1.67  1.20  3.65
C  -0.26  -2.34  -2.65
C  3.56  -0.59  -0.77
C  -2.29  0.07  -0.62
C  -3.58  4.21  2.64
C  -3.30  -0.33  0.46
C  5.08  0.99  0.23
C  4.01  -3.15  -3.52
C  -3.74  -2.04  2.08
C  -0.68  -0.97  -2.17
H  0.74  -2.35  -3.09
H  1.26  -4.62  -2.48
H  0.12  -1.03  2.75
H  -1.18  4.03  -2.79
H  -4.58  3.79  2.56
H  2.31  1.65  0.34
H  1.54  2.65  -0.67
H  -1.76  1.00  4.71
H  4.60  -3.89  -2.98
H  -0.74  1.73  3.46
H  -2.63  0.87  -1.29
H  -4.82  -1.86  2.07
H  0.13  -0.69  -1.50
H  -3.84  5.34  -1.81
H  2.70  3.40  0.39
H  -3.00  3.55  4.62
H  -2.34  5.45  -1.10
H  -4.39  5.69  0.37
H  -3.32  0.38  1.28
H  0.45  -5.28  -1.21
H  3.18  0.11  -1.51
H  1.21  -3.51  1.54
H  3.00  -3.49  -3.73
H  -2.24  -5.16  0.89
H  -2.46  3.47  1.17
H  -3.44  -1.40  2.91
H  4.54  1.11  1.17
H  5.64  -0.39  -1.18
H  -1.17  -4.77  1.89
H  -0.69  -0.34  -3.07
H  -4.75  4.02  0.18
H  4.39  -1.35  1.12
H  -1.65  0.18  3.26
H  -3.57  -3.10  2.27
H  3.88  -2.77  -0.95
H  3.33  -1.88  2.05
H  -1.88  2.47  -3.24
H  5.03  3.14  -0.15
H  -0.91  -2.75  -3.42
H  5.54  2.21  -1.60
H  -0.44  -5.23  -2.63
H  -2.65  3.90  -3.72
H  2.90  -0.60  0.10
H  1.63  -1.70  2.11
H  -1.40  0.53  -0.19
H  -4.27  -0.19  -0.02
H  -3.84  5.20  3.02
H  1.00  -0.33  1.32
H  -1.71  3.74  3.59
H  2.38  -2.34  -1.52
H  6.11  1.05  0.59
H  -2.73  -1.15  -2.07
H  4.63  -3.04  -4.41
H  2.12  -4.29  2.46

Net charge: +1
Gap between HOMO and LUMO (eV): 7.491
Spin multiplicity: 1
Total energy (eV): -50076.0682